# 1
{
  "formula": "C5H10N2O",
  "method": "ωB97M-V/def2-TZVPD",
  "e_above_lowest_kcal_mol": 93.5,
  "smiles": "[H]/N=C(\\C)C/C=C(\\N)O",
  "e_tot_ha": -381.136447,
  "spin_multiplicity": 1,
  "elements": ["C", "C", "C", "C", "N", "C", "O", "N", "H", "H", "H", "H", "H", "H", "H", "H", "H", "H"],
  "coordinates": [[0.653435, 0.432904, -1.052534], [1.853591, -1.731795, -0.307341], [-1.142049, 0.973425, 0.509876], [0.892855, -0.628245, -0.018419], [-2.284843, 0.309213, -0.020659], [-0.133520, 1.506325, -0.326593], [-1.498934, 1.799004, 1.557634], [0.105148, -0.692743, 0.996041], [-2.406052, 1.591215, 1.814224], [-2.164560, 0.141078, -1.013108], [-2.576854, -0.575604, 0.373764], [0.264228, -0.238874, 1.887679], [1.599377, 0.812909, -1.439682], [0.086793, 0.001399, -1.889094], [0.445579, 2.309457, 0.108832], [1.477653, -2.362072, -1.116163], [2.027685, -2.339887, 0.577974], [2.800470, -1.307707, -0.642434]],
  "forces_ev_per_a": [[-0.816, 1.480, 0.208], [0.502, 0.101, 0.113], [-0.214, 3.385, -2.388], [-1.287, -1.432, 0.872], [0.266, -0.582, -0.378], [-0.653, -1.210, 0.586], [0.444, -1.025, 0.525], [1.891, -0.366, 0.569], [0.004, 0.055, -0.171], [0.014, 0.238, 0.077], [0.318, 0.020, 0.522], [-0.605, -0.424, -0.094], [-0.013, -0.101, -0.191], [0.267, -0.248, -0.019], [-0.052, 0.087, 0.045], [-0.059, 0.053, -0.043], [-0.089, -0.010, -0.089], [0.082, -0.020, -0.146]],
  "nbo_charge": [-0.55, -0.70, 0.54, 0.51, -0.87, -0.48, -0.69, -0.80, 0.48, 0.38, 0.37, 0.43, 0.24, 0.22, 0.20, 0.24, 0.23, 0.23]
}

---

# 2
{
  "formula": "C5H10N2O",
  "method": "ωB97M-V/def2-TZVPD",
  "e_above_lowest_kcal_mol": 102.8,
  "smiles": "CC1(C)COC(N)=N1",
  "e_tot_ha": -381.121601,
  "spin_multiplicity": 1,
  "elements": ["C", "C", "C", "C", "C", "H", "H", "H", "H", "H", "H", "H", "H", "H", "H", "N", "N", "O"],
  "coordinates": [[-1.164638, 1.821063, -0.175267], [-0.398499, 0.547047, -0.711186], [0.619652, 0.620280, -1.840640], [-1.122777, -0.652451, -0.549954], [0.598995, -0.665388, 0.814628], [-0.579308, 2.654874, 0.538451], [-1.506011, 2.451542, -1.183421], [-2.219765, 1.569667, 0.554326], [1.274681, -0.240227, -2.065958], [1.322756, 1.515088, -1.515760], [0.112146, 1.181948, -2.868347], [-2.275465, -0.590767, -0.360445], [-1.164036, -1.284599, -1.490784], [0.844628, -1.645821, 2.202055], [1.782917, -0.374510, 2.392000], [1.476069, -1.139368, 1.650321], [0.653242, 0.558877, 0.366921], [-0.461766, -1.399632, 0.556464]],
  "forces_ev_per_a": [[-2.876, 3.323, -0.815], [3.162, 4.679, 2.782], [-0.720, 5.440, -3.424], [-4.273, -4.613, -0.627], [-0.784, 6.084, -2.166], [-1.043, -2.730, -2.229], [0.317, -1.317, 2.742], [3.215, 0.430, -2.542], [-0.902, 0.202, 0.260], [-1.197, -2.006, -0.730], [1.286, -2.171, 2.298], [2.197, 0.257, 0.385], [0.713, 0.338, 1.100], [-0.218, -2.266, 1.719], [-0.339, -1.718, -2.641], [2.857, 0.478, 5.003], [-0.053, -3.605, 0.801], [-1.342, -0.804, -1.914]],
  "nbo_charge": [-0.61, -0.07, -0.60, -0.08, 0.63, 0.25, 0.20, 0.22, 0.24, 0.24, 0.18, 0.21, 0.20, 0.37, 0.40, -0.77, -0.52, -0.49]
}

---

# 3
{
  "formula": "C5H10N2O",
  "method": "ωB97M-V/def2-TZVPD",
  "e_above_lowest_kcal_mol": 44.8,
  "smiles": "C/N=C(\\C)O.CC#N",
  "e_tot_ha": -381.214030,
  "spin_multiplicity": 1,
  "elements": ["C", "C", "C", "C", "C", "O", "N", "N", "H", "H", "H", "H", "H", "H", "H", "H", "H", "H"],
  "coordinates": [[-1.583849, -1.822833, -0.322772], [0.501939, 2.487468, -1.011401], [-0.039128, 0.195224, 1.444095], [0.511878, -1.077378, 0.528407], [0.832100, 1.085192, -1.175518], [1.786942, -1.307180, 0.879362], [1.169676, 0.054491, -1.585909], [-0.204493, -1.984591, 0.039353], [2.141530, -1.976817, 0.275947], [-1.748010, -0.962643, -0.979350], [-1.902756, -2.716511, -0.849798], [-2.221958, -1.689415, 0.551214], [1.166225, 2.939425, -0.274502], [-0.536783, 2.591046, -0.674345], [0.624135, 2.993611, -1.973232], [-0.240903, -0.311559, 2.386830], [0.731005, 0.928056, 1.665422], [-0.987549, 0.574413, 1.076197]],
  "forces_ev_per_a": [[0.002, 0.332, 0.132], [-0.399, 0.283, 0.445], [0.751, -2.527, -1.211], [-2.185, 0.967, 3.442], [0.823, -1.079, -1.848], [0.668, 0.275, -0.494], [-0.332, 1.427, 0.468], [0.886, 0.050, -0.704], [-0.146, -0.124, 0.125], [0.049, 0.011, -0.071], [-0.144, -0.026, -0.038], [-0.146, -0.037, 0.147], [-0.089, 0.052, -0.032], [0.277, 0.075, -0.060], [-0.015, -0.100, 0.168], [-0.117, 0.012, 0.136], [-0.041, 0.159, -0.432], [0.157, 0.252, -0.174]],
  "nbo_charge": [-0.43, -0.72, -0.72, 0.63, 0.30, -0.69, -0.32, -0.54, 0.50, 0.18, 0.20, 0.18, 0.25, 0.25, 0.26, 0.24, 0.22, 0.21]
}

---

# 4
{
  "formula": "C5H10N2O",
  "method": "ωB97M-V/def2-TZVPD",
  "e_above_lowest_kcal_mol": 88.3,
  "e_tot_ha": -381.144738,
  "spin_multiplicity": 1,
  "elements": ["C", "C", "C", "C", "C", "N", "N", "O", "H", "H", "H", "H", "H", "H", "H", "H", "H", "H"],
  "coordinates": [[0.637083, -0.424364, -1.094376], [-0.450102, -1.188548, -0.479660], [-1.863994, -1.093032, -0.934911], [1.395134, 0.303093, 1.440162], [0.267477, 0.422735, 0.121568], [1.406768, 1.474326, 1.998076], [-0.410399, 1.624314, -0.017043], [2.058984, -0.733432, 1.390302], [-0.191579, 2.182124, 0.903726], [2.231791, 1.561152, 2.588787], [-0.024822, 2.183044, -0.769610], [1.629522, -0.850444, -1.011130], [0.400501, 0.059403, -2.036943], [-0.140153, -2.011593, 0.155576], [-0.290682, -0.292169, 0.959372], [-2.125108, -0.050978, -1.140878], [-1.973047, -1.655869, -1.867255], [-2.557373, -1.509761, -0.205763]],
  "forces_ev_per_a": [[-0.054, 0.065, 0.701], [0.041, 0.511, 0.541], [-0.002, 0.005, -0.171], [1.655, 0.927, -1.405], [0.130, -1.272, 1.874], [-0.201, -0.737, -0.151], [-0.127, 1.509, 1.661], [-0.763, 0.187, 0.392], [-0.439, -1.358, -1.929], [-0.238, -0.157, 0.204], [-0.029, -0.166, -0.069], [0.003, -0.022, -0.062], [-0.010, 0.076, 0.093], [-0.006, -0.022, -0.062], [0.032, 0.420, -1.701], [-0.011, -0.056, 0.056], [-0.016, 0.023, 0.037], [0.034, 0.067, -0.008]],
  "nbo_charge": [-0.45, -0.04, -0.66, 0.64, -0.04, -0.89, -0.85, -0.70, 0.44, 0.37, 0.38, 0.27, 0.23, 0.25, 0.35, 0.24, 0.24, 0.23]
}

---

# 5
{
  "formula": "C5H10N2O",
  "method": "ωB97M-V/def2-TZVPD",
  "e_above_lowest_kcal_mol": 26.0,
  "e_tot_ha": -381.243972,
  "spin_multiplicity": 1,
  "elements": ["C", "C", "C", "N", "N", "C", "C", "O", "H", "H", "H", "H", "H", "H", "H", "H", "H", "H"],
  "coordinates": [[-0.210739, 0.827460, -0.890272], [-0.345169, 2.154965, -1.539310], [-0.330161, -1.445350, 1.868173], [0.145425, -0.301203, -1.576452], [-0.414536, 0.560553, 0.368447], [0.160382, -1.320743, -0.665182], [-0.191788, -0.780258, 0.540625], [0.490297, -2.581673, -1.061311], [0.444710, -3.159659, -0.293177], [0.363826, -0.393473, -2.552742], [0.844883, 1.714439, 1.863092], [1.299690, 2.065275, 2.401030], [0.560762, 2.419294, -2.064523], [-0.545742, 2.890360, -0.775327], [-1.178766, 2.161793, -2.250034], [0.645353, -1.752946, 2.255711], [-0.968200, -2.323992, 1.804370], [-0.770227, -0.734842, 2.566880]],
  "forces_ev_per_a": [[-0.037, 0.117, -0.066], [-0.369, -0.267, -0.124], [0.250, 0.079, -0.132], [0.065, -0.260, 0.053], [-0.173, 0.447, -0.175], [-0.104, -0.080, 0.498], [0.135, -0.562, -0.294], [-0.032, 0.199, -0.097], [0.004, 0.002, -0.002], [-0.009, 0.056, -0.011], [0.758, 0.624, 0.947], [-0.675, -0.540, -0.832], [0.281, 0.192, -0.210], [-0.013, 0.198, 0.179], [0.112, 0.045, 0.032], [-0.076, -0.019, 0.114], [-0.116, -0.126, 0.116], [0.000, -0.103, 0.004]],
  "nbo_charge": [0.34, -0.65, -0.64, -0.55, -0.46, 0.39, -0.01, -0.67, 0.49, 0.42, 0.03, -0.04, 0.22, 0.24, 0.22, 0.21, 0.21, 0.24]
}

---

# 6
{
  "formula": "C5H10N2O",
  "method": "ωB97M-V/def2-TZVPD",
  "e_above_lowest_kcal_mol": 203.2,
  "smiles": "N[C@H]1CO[C@@H]2C[C@@]12N",
  "e_tot_ha": -380.961610,
  "spin_multiplicity": 1,
  "elements": ["C", "C", "C", "C", "C", "H", "H", "H", "H", "H", "H", "H", "H", "H", "H", "N", "N", "O"],
  "coordinates": [[0.818911, -0.387080, 0.434729], [0.954121, 1.226083, 0.060818], [-0.651331, 0.368459, -0.995952], [-1.701706, -0.724602, -0.865831], [-0.574110, -0.635979, 0.289346], [2.346488, -0.217988, -0.603350], [1.999562, -2.111320, -0.144774], [1.035202, -0.261844, 1.663652], [1.859194, 1.290020, -0.687007], [1.232123, 1.836475, 0.943796], [0.102138, 0.168948, -1.860937], [-2.777769, -0.419109, -0.746910], [-2.028408, -1.260684, -1.717780], [-0.790270, 0.982327, 1.622582], [-2.132643, -0.280411, 1.907884], [1.647965, -1.157779, -0.358617], [-1.039524, -0.089864, 1.507587], [-0.299936, 1.674353, -0.449232]],
  "forces_ev_per_a": [[2.769, 0.852, 3.811], [1.865, -0.086, 0.304], [-0.469, -0.461, -1.561], [-0.443, 3.395, 0.660], [-4.145, 0.868, -1.650], [-0.911, -5.045, 0.211], [-0.157, 1.652, 0.324], [-0.099, -1.274, -2.834], [-1.687, 0.271, 0.752], [-0.165, -0.164, -0.507], [-1.250, -0.116, 1.859], [1.087, 0.189, 2.089], [1.824, -1.760, -1.163], [-1.067, -2.871, -0.328], [4.021, 0.885, -2.187], [4.113, 3.404, -2.477], [-5.084, 2.364, 3.190], [-0.204, -2.106, -0.493]],
  "nbo_charge": [-0.05, -0.10, 0.06, -0.41, 0.02, 0.36, 0.41, 0.18, 0.15, 0.19, 0.19, 0.25, 0.25, 0.38, 0.39, -0.87, -0.87, -0.51]
}

---

| no. | E_LUMO (eV) |
| --- | --- |
| 1 | 0.39 |
| 2 | 0.76 |
| 3 | 0.69 |
| 4 | 0.66 |
| 5 | 0.68 |
| 6 | 1.04 |